{"formula": "C34H61BrClIO11", "method": "wB97M-V/def2-TZVPD", "elements": ["C", "C", "O", "C", "C", "O", "C", "C", "O", "C", "C", "C", "C", "C", "C", "I", "C", "O", "C", "C", "C", "C", "Cl", "C", "C", "C", "C", "Br", "C", "O", "H", "H", "H", "H", "H", "H", "H", "H", "H", "H", "H", "H", "H", "H", "H", "H", "H", "H", "H", "H", "H", "H", "H", "H", "H", "H", "H", "H", "H", "H", "H", "H", "H", "C", "O", "C", "C", "O", "C", "C", "O", "C", "H", "H", "H", "H", "H", "H", "H", "H", "H", "H", "H", "H", "H", "H", "C", "O", "C", "C", "O", "C", "C", "O", "C", "H", "H", "H", "H", "H", "H", "H", "H", "H", "H", "H", "H", "H", "H"], "positions_angstrom": [[1.0119, -4.6203, 1.6247], [1.4279, -3.1527, 1.5083], [1.8620, -2.6261, 2.7509], [1.0128, -1.6721, 3.3597], [1.5961, -0.2449, 3.3327], [0.6865, 0.6617, 2.7325], [1.2477, 1.7629, 2.0410], [0.6242, 1.9817, 0.6706], [1.2300, 1.2117, -0.3523], [0.8542, -0.1533, -0.3783], [-0.5294, -0.4204, -0.9318], [-0.8696, -0.3204, -2.2187], [0.1162, 0.0277, -3.3070], [0.9446, -1.2274, -3.6607], [0.2637, -2.0906, -4.7575], [2.9297, -0.6329, -4.2657], [-2.3122, -0.5234, -2.5871], [-2.7845, 0.0462, -3.5472], [-3.1031, -1.4796, -1.7466], [-4.2745, -2.1293, -2.4336], [-5.4920, -1.1686, -2.4923], [-6.2312, -1.0600, -1.1733], [-6.9194, -2.6228, -0.6343], [-2.7273, -1.6629, -0.4743], [-3.3877, -2.6326, 0.4779], [-2.4690, -3.1121, 1.6293], [-2.8457, -2.5302, 3.0073], [-2.5276, -5.0810, 1.7086], [-1.6026, -0.8043, 0.0348], [-1.5881, -0.4606, 1.1977], [0.4165, -4.8718, 0.7421], [0.3593, -4.7419, 2.4894], [1.8669, -5.2894, 1.6683], [0.5810, -2.5925, 1.1038], [2.2623, -3.0680, 0.8053], [0.0068, -1.6793, 2.9286], [0.9078, -1.9680, 4.4073], [1.7770, 0.0698, 4.3671], [2.5586, -0.2837, 2.8153], [1.0605, 2.6769, 2.6209], [2.3296, 1.6737, 1.9066], [-0.4602, 1.8473, 0.7080], [0.8059, 3.0257, 0.4025], [1.6138, -0.6459, -0.9832], [0.9151, -0.5737, 0.6279], [0.7471, 0.8423, -2.9551], [-0.4047, 0.3543, -4.2047], [1.0729, -1.8594, -2.7890], [0.1348, -3.1103, -4.3927], [0.8881, -2.1337, -5.6446], [-0.7229, -1.6966, -4.9973], [-3.9852, -2.4052, -3.4474], [-4.5737, -3.0349, -1.9087], [-6.1656, -1.4701, -3.2919], [-5.1027, -0.1699, -2.6977], [-7.0716, -0.3753, -1.2672], [-5.5826, -0.6652, -0.3925], [-4.3218, -2.2424, 0.8785], [-3.6557, -3.5103, -0.1084], [-1.4321, -2.8953, 1.4042], [-1.9714, -2.0875, 3.4829], [-3.5822, -1.7371, 2.8924], [-3.2582, -3.3071, 3.6443], [-3.2260, -2.4405, 10.2672], [-3.3589, -1.4411, 9.2822], [-3.9584, -0.2491, 9.7600], [-3.3739, 0.9769, 9.0934], [-2.0640, 1.3126, 9.5216], [-0.9756, 0.5482, 9.0276], [-0.6215, 0.8156, 7.5814], [-1.5452, 0.1999, 6.7011], [-1.7160, 0.9030, 5.4891], [-4.2008, -2.8494, 10.5563], [-2.6222, -3.2410, 9.8426], [-2.7174, -2.0555, 11.1582], [-3.8346, -0.1613, 10.8450], [-5.0336, -0.2836, 9.5374], [-3.9907, 1.8266, 9.3961], [-3.4313, 0.8950, 8.0065], [-1.1244, -0.5192, 9.2004], [-0.1216, 0.8655, 9.6308], [0.3784, 0.4032, 7.3867], [-0.5892, 1.8980, 7.4124], [-1.9798, 1.9514, 5.6708], [-2.5359, 0.4308, 4.9495], [-0.8160, 0.8583, 4.8655], [2.2654, 2.4251, -7.9233], [3.4519, 3.0188, -7.4469], [4.4111, 2.0787, -6.9938], [5.8227, 2.5278, -7.3007], [6.1869, 2.4342, -8.6685], [5.7007, 3.4195, -9.5659], [6.3654, 4.7725, -9.4395], [5.8939, 5.4777, -8.3035], [6.8575, 6.3368, -7.7391], [1.6891, 1.9742, -7.1072], [1.6676, 3.2103, -8.3839], [2.4790, 1.6608, -8.6791], [4.2375, 1.0972, -7.4490], [4.3087, 1.9764, -5.9049], [6.4944, 1.8361, -6.7863], [6.0092, 3.5276, -6.9043], [4.6146, 3.5125, -9.5094], [5.9489, 3.0332, -10.5573], [6.1322, 5.3597, -10.3380], [7.4515, 4.6359, -9.3860], [7.7856, 5.7992, -7.5130], [6.4460, 6.7237, -6.8084], [7.0820, 7.1789, -8.4038]], "atomic_forces_ev_per_a": [[-0.2, 0.5, -0.3], [0.2, -0.6, 0.0], [-0.1, 0.2, -0.2], [0.0, 0.1, 0.5], [-0.2, -0.2, 0.3], [0.3, -0.3, -0.4], [-0.3, 0.4, 0.1], [0.1, 0.2, 0.2], [-0.2, 0.0, -0.3], [0.1, 0.0, 0.4], [-0.1, 0.0, 0.2], [0.0, 0.2, -0.2], [0.1, -0.1, 0.2], [-0.5, -0.1, -0.5], [0.4, 0.0, 0.5], [-0.1, -0.1, 0.1], [0.3, -0.1, 0.1], [0.0, -0.2, 0.0], [-0.1, -0.1, -0.2], [-0.3, 0.4, 0.2], [0.5, -0.2, 0.3], [-0.1, 0.3, -0.2], [0.1, 0.0, 0.1], [0.1, 0.1, 0.0], [0.5, -0.4, 0.0], [-0.6, 0.3, 0.2], [0.2, -0.1, -0.3], [-0.1, 0.0, 0.0], [-0.3, -0.2, 0.0], [0.1, 0.0, -0.1], [0.1, -0.1, 0.0], [0.1, -0.2, 0.0], [0.0, 0.0, 0.2], [0.1, 0.2, 0.1], [-0.1, 0.1, -0.1], [0.1, 0.1, -0.2], [0.0, -0.1, 0.0], [0.1, 0.1, 0.0], [0.0, 0.1, -0.1], [0.1, -0.1, 0.1], [0.0, -0.2, 0.1], [0.0, -0.2, 0.0], [0.1, -0.1, -0.1], [0.0, 0.0, -0.1], [0.0, 0.0, -0.1], [0.0, 0.0, 0.0], [0.0, 0.2, 0.1], [0.3, 0.2, 0.2], [0.0, 0.0, -0.1], [-0.2, 0.0, -0.2], [0.0, 0.1, -0.1], [0.0, 0.1, 0.0], [0.1, -0.1, 0.0], [-0.1, 0.0, 0.0], [-0.2, 0.0, -0.3], [0.0, 0.0, 0.0], [0.0, -0.2, 0.1], [0.0, 0.1, 0.1], [-0.1, 0.1, -0.1], [0.0, -0.2, 0.0], [-0.1, -0.1, 0.1], [0.0, 0.0, 0.0], [0.0, 0.1, 0.1], [-0.1, 0.0, -0.1], [0.3, 0.1, 0.1], [-0.1, -0.1, -0.1], [0.0, 0.1, 0.0], [0.0, 0.0, 0.0], [0.1, 0.0, 0.1], [0.0, -0.2, -0.1], [-0.2, 0.2, 0.1], [0.1, -0.1, -0.1], [0.0, 0.0, 0.1], [0.0, 0.0, 0.0], [0.0, 0.0, 0.0], [0.0, 0.0, 0.0], [0.0, 0.1, 0.1], [0.0, 0.0, 0.0], [0.1, -0.1, 0.0], [-0.1, 0.0, -0.1], [0.0, 0.0, 0.0], [0.1, 0.1, 0.0], [0.0, 0.0, 0.0], [0.0, 0.0, 0.0], [0.0, 0.0, 0.0], [0.0, 0.1, 0.0], [0.0, 0.1, 0.1], [0.1, 0.0, -0.3], [-0.1, 0.1, 0.2], [0.0, 0.0, 0.0], [0.0, 0.0, 0.0], [0.0, 0.0, -0.1], [-0.2, 0.1, 0.0], [0.1, -0.2, 0.2], [-0.1, 0.0, 0.0], [0.0, -0.1, 0.0], [0.0, 0.0, 0.0], [0.0, 0.0, 0.0], [0.0, 0.0, 0.0], [0.1, -0.1, 0.0], [0.0, 0.0, 0.0], [-0.1, 0.1, 0.0], [0.0, 0.1, 0.1], [0.0, 0.0, 0.0], [0.1, 0.0, -0.1], [0.0, 0.0, 0.0], [0.0, 0.0, 0.0], [0.0, 0.0, 0.0], [0.1, 0.0, 0.0]], "gap_ev": 7.71, "fmax_ha_per_bohr": 0.0137, "homo_energy_ev": -9.10}